No. 1
The following is a quantum chemistry calculation of a cluster of 4 separate species, C29H51FO13 in total, from OMol25.

Last columns: bonded neighbours and bond lengths (Å).
Cartesian coordinates (Å):
1 C -0.929 -5.275 -0.511  C2 1.319, H23 1.086, H24 1.083
2 C -1.314 -4.296 -1.307  C1 1.319, C3 1.505, H25 1.088
3 C -0.498 -3.060 -1.576  C2 1.505, C4 1.554, H26 1.092, H27 1.091
4 C -0.899 -1.908 -0.614  C3 1.554, C5 1.519, C9 1.542, H28 1.086
5 C -0.631 -2.368 0.809  C4 1.519, O6 1.177, O7 1.364
6 O -1.367 -2.822 1.609  C5 1.177
7 O 0.688 -2.153 1.082  C5 1.364, C8 1.446
8 C 1.252 -1.288 0.070  O7 1.446, C9 1.534, H29 1.093, H30 1.092
9 C 0.019 -0.669 -0.600  C4 1.542, C8 1.534, C10 1.577, C20 1.527
10 C -0.508 0.438 0.392  C9 1.577, C11 1.544, H31 1.093, H32 1.093
11 C -2.022 0.528 0.684  C10 1.544, C12 1.539, H33 1.089, H34 1.093
12 C -2.581 1.944 0.465  C11 1.539, C13 1.537, H35 1.097, H36 1.093
13 C -4.100 1.893 0.234  C12 1.537, C14 1.536, H37 1.095, H38 1.093
14 C -4.416 1.712 -1.259  C13 1.536, C15 1.533, H39 1.095, H40 1.094
15 C -5.872 1.329 -1.543  C14 1.533, O16 1.441, H41 1.090, H42 1.092
16 O -5.987 -0.015 -2.051  C15 1.441, C17 1.342
17 C -5.943 -1.002 -1.143  O16 1.342, C18 1.503, O19 1.195
18 C -5.874 -2.362 -1.778  C17 1.503, H43 1.091, H44 1.092, H45 1.087
19 O -5.959 -0.813 0.038  C17 1.195
20 C 0.365 0.051 -1.902  C9 1.527, C21 1.527, F22 1.409, H46 1.096
21 C 0.963 -0.716 -3.079  C20 1.527, H47 1.092, H48 1.087, H49 1.091
22 F -0.819 0.681 -2.335  C20 1.409
23 H 0.090 -5.327 -0.137  C1 1.086
24 H -1.620 -6.052 -0.209  C1 1.083
25 H -2.269 -4.371 -1.822  C2 1.088
26 H -0.710 -2.721 -2.593  C3 1.092
27 H 0.566 -3.292 -1.516  C3 1.091
28 H -1.955 -1.711 -0.770  C4 1.086
29 H 1.869 -1.908 -0.585  C8 1.093
30 H 1.912 -0.563 0.551  C8 1.092
31 H 0.032 0.338 1.338  C10 1.093
32 H -0.208 1.405 -0.020  C10 1.093
33 H -2.600 -0.149 0.058  C11 1.089
34 H -2.203 0.261 1.728  C11 1.093
35 H -2.118 2.369 -0.434  C12 1.097
36 H -2.358 2.577 1.327  C12 1.093
37 H -4.511 1.028 0.764  C13 1.095
38 H -4.604 2.780 0.628  C13 1.093
39 H -3.764 0.925 -1.655  C14 1.095
40 H -4.187 2.650 -1.774  C14 1.094
41 H -6.293 1.954 -2.331  C15 1.090
42 H -6.495 1.453 -0.655  C15 1.092
43 H -6.700 -2.961 -1.391  C18 1.091
44 H -4.950 -2.842 -1.447  C18 1.092
45 H -5.912 -2.315 -2.863  C18 1.087
46 H 1.064 0.851 -1.633  C20 1.096
47 H 1.740 -0.111 -3.551  C21 1.092
48 H 1.422 -1.657 -2.786  C21 1.087
49 H 0.195 -0.884 -3.834  C21 1.091
50 C -0.353 -2.153 4.460  C51 1.509, H57 1.092, H58 1.088, H59 1.090
51 C 0.559 -3.345 4.306  C50 1.509, O52 1.445, H60 1.087, H61 1.090
52 O 1.938 -3.017 4.586  C51 1.445, C53 1.330
53 C 2.252 -2.905 5.873  O52 1.330, O54 1.204, O55 1.338
54 O 1.519 -3.084 6.812  C53 1.204
55 O 3.540 -2.555 5.954  C53 1.338, C56 1.430
56 C 4.017 -2.338 7.285  O55 1.430, H62 1.088, H63 1.089, H64 1.086
57 H -0.010 -1.330 3.830  C50 1.092
58 H -1.362 -2.421 4.156  C50 1.088
59 H -0.375 -1.808 5.494  C50 1.090
60 H 0.563 -3.687 3.275  C51 1.087
61 H 0.253 -4.173 4.945  C51 1.090
62 H 3.824 -3.208 7.910  C56 1.088
63 H 3.539 -1.463 7.722  C56 1.089
64 H 5.086 -2.170 7.189  C56 1.086
65 C -1.265 4.199 -3.276  C66 1.513, H72 1.091, H73 1.091, H74 1.089
66 C -1.174 3.203 -4.411  C65 1.513, O67 1.439, H75 1.088, H76 1.090
67 O -1.707 3.729 -5.640  C66 1.439, C68 1.331
68 C -0.922 4.594 -6.278  O67 1.331, O69 1.205, O70 1.334
69 O 0.184 4.936 -5.943  C68 1.205
70 O -1.565 5.016 -7.368  C68 1.334, C71 1.431
71 C -0.856 5.995 -8.133  O70 1.431, H77 1.088, H78 1.089, H79 1.086
72 H -2.295 4.535 -3.148  C65 1.091
73 H -0.933 3.729 -2.350  C65 1.091
74 H -0.640 5.070 -3.467  C65 1.089
75 H -1.784 2.328 -4.197  C66 1.088
76 H -0.149 2.870 -4.572  C66 1.090
77 H 0.137 5.636 -8.395  C71 1.088
78 H -0.771 6.925 -7.572  C71 1.089
79 H -1.448 6.153 -9.029  C71 1.086
80 C 8.174 0.462 1.589  C81 1.513, H87 1.091, H88 1.090, H89 1.089
81 C 7.428 1.693 2.053  C80 1.513, O82 1.439, H90 1.088, H91 1.090
82 O 6.001 1.512 2.008  C81 1.439, C83 1.334
83 C 5.488 0.776 2.995  O82 1.334, O84 1.204, O85 1.332
84 O 6.102 0.294 3.913  C83 1.204
85 O 4.175 0.674 2.797  C83 1.332, C86 1.434
86 C 3.492 -0.150 3.752  O85 1.434, H92 1.088, H93 1.087, H94 1.087
87 H 7.845 0.173 0.590  C80 1.091
88 H 9.244 0.669 1.556  C80 1.090
89 H 8.004 -0.375 2.264  C80 1.089
90 H 7.614 2.533 1.385  C81 1.088
91 H 7.722 1.985 3.061  C81 1.090
92 H 3.697 0.174 4.770  C86 1.088
93 H 3.783 -1.191 3.639  C86 1.087
94 H 2.432 -0.044 3.534  C86 1.087

Results
LUMO (eV): 0.457
Molecular weight (g mol⁻¹): 626.71
Frontier orbital gap (eV): 10.366
SMILES string: C=CC[C@H]1C(=O)OC[C@@]1(CCCCCCOC(C)=O)[C@@H](C)F.CCOC(=O)OC.CCOC(=O)OC.CCOC(=O)OC

---

No. 2
The following is a quantum chemistry calculation of a cluster of 2 separate species, H6N2O2SSi in total, from OMol25.

Last columns: bonded neighbours and bond lengths (Å).
Cartesian coordinates (Å):
1 N -0.728 0.411 -2.322  S6 1.705, H7 1.012, H8 1.008
2 N -1.044 -0.086 1.374  Si5 1.683, H9 1.007
3 O -2.537 -1.357 -2.116  S6 1.439
4 O -3.149 1.048 -1.868  S6 1.442
5 Si 0.582 -0.386 1.063  N2 1.683, H10 1.465, H11 1.473, H12 1.481
6 S -2.225 -0.035 -1.640  N1 1.705, O3 1.439, O4 1.442
7 H 0.002 -0.272 -2.163  N1 1.012
8 H -0.423 1.344 -2.088  N1 1.008
9 H -1.388 0.744 1.829  N2 1.007
10 H 0.607 -1.482 0.092  Si5 1.465
11 H 1.277 -0.769 2.304  Si5 1.473
12 H 1.323 0.767 0.501  Si5 1.481

Results
Energy above the lowest of the compared OMol25 structures with the same formula, charge and spin (eV): 3.447
LUMO (alpha / beta) (eV): -1.892 / -2.037
Molecular weight (g mol⁻¹): 126.21
Frontier orbital gap (alpha / beta) (eV): 9.291 / 7.476

---

| no. | largest force on an atom (eV/A) |
| --- | --- |
| 1 | 1.4 |
| 2 | 1.6 |